Molecular formula: C35H33N11O2SSn
Method: DFT, wB97M-V/def2-TZVPD

For the LUMO energy, the calculation gives -8.09 eV. The HOMO energy comes out at -12.28 eV. The calculation puts the energy above the lowest of the compared OMol25 structures with the same formula, charge and spin at 51.0 kcal/mol. The maximum force comes out at 0.51 eV/A.

Structure (ORCA input):
```
! wB97M-V def2-TZVPD RIJCOSX def2/J DEFGRID3
* xyz 2 1
Sn -1.1515 0.3764 -0.0323
C 1.4404 -3.6101 6.7377
C 1.3001 -3.1463 5.3270
C 1.4666 -4.0429 4.2595
C 1.3438 -3.6132 2.9690
C 1.0723 -2.2447 2.6618
N 1.0826 -1.7645 1.4124
C 0.7586 -2.5286 0.3758
C -0.1436 -3.6358 0.4882
C -0.4460 -4.4299 -0.5768
C 0.1438 -4.1831 -1.8303
C -0.1995 -5.0225 -3.0133
C 0.9875 -3.0796 -1.9822
C 1.2583 -2.2160 -0.9423
N 2.0865 -1.1250 -1.1863
C 3.1951 -1.1044 -1.9912
C 3.6207 0.1860 -2.0438
C 2.6900 0.9021 -1.2527
N 1.7732 0.1167 -0.7316
C 0.9568 -1.3317 3.7556
C 1.0403 -1.8008 5.0486
N 0.7421 0.0419 3.5667
C 1.3586 1.0073 4.3082
C 0.7659 2.1973 4.0052
C -0.2336 1.8613 3.0693
N -0.2523 0.5723 2.7976
H 1.1869 -4.6634 6.8393
H 0.8243 -3.0211 7.4150
H 2.4808 -3.4901 7.0547
H 1.7248 -5.0732 4.4657
H 1.5728 -4.2858 2.1544
H -0.6597 -3.7719 1.4292
H -1.1657 -5.2311 -0.4745
H -0.6406 -5.9721 -2.7198
H 0.6794 -5.2077 -3.6305
H -0.9258 -4.4915 -3.6358
H 1.3909 -2.8579 -2.9622
H 3.5971 -2.0095 -2.4148
H 4.4816 0.5693 -2.5625
H 2.6610 1.9614 -1.0553
H 0.8821 -1.1115 5.8678
H 2.1746 0.7639 4.9676
H 1.0073 3.1684 4.4006
H -0.9442 2.5144 2.5883
N 2.5983 1.0950 -6.6665
C 1.5881 1.1951 -5.7607
C 0.8047 2.3596 -5.6924
C -0.2079 2.4706 -4.7689
C -0.4586 1.4190 -3.8889
C 0.3082 0.2587 -3.9394
C 1.3213 0.1449 -4.8647
S -1.7295 1.5780 -2.7250
O -2.1408 0.2294 -2.2767
O -2.7411 2.4574 -3.2132
N -1.1161 2.0982 -1.3076
C -0.1091 2.9957 -1.0627
N 0.3818 2.8553 0.1779
C 1.3199 3.7219 0.5434
C 1.7923 4.6976 -0.3182
C 1.2272 4.7290 -1.5840
N 0.2670 3.8904 -1.9677
H 2.6867 1.7822 -7.3934
H 3.0428 0.2104 -6.8310
H 0.9958 3.1712 -6.3829
H -0.8150 3.3637 -4.7249
H 0.0860 -0.5603 -3.2655
H 1.9116 -0.7620 -4.9199
H 1.7094 3.6168 1.5505
H 2.5557 5.3996 -0.0191
H 1.5453 5.4589 -2.3198
N -6.7471 2.3839 2.3267
C -5.5435 2.0312 1.8502
C -4.9735 2.6818 0.7396
C -3.7501 2.2847 0.2759
N -3.0416 1.2823 0.8352
C -3.5814 0.6597 1.9013
C -4.7955 0.9891 2.4346
H -7.2690 3.1349 1.9111
H -7.1456 1.9283 3.1279
H -5.4949 3.4875 0.2412
H -3.3066 2.7712 -0.5828
H -2.9867 -0.1334 2.3405
H -5.1731 0.4502 3.2928
*
```

These are the Löwdin partial charges, in e, on atoms 1 to 8: Sn 1.349; C -0.012; C -0.200; C 0.003; C 0.026; C -0.178; N 0.223; C -0.247